{"formula": "C12H21BFN2O6PS", "method": "ωB97M-V/def2-TZVPD", "e_homo_ha": -0.266, "orbital_gap_ev": 5.20, "spin_multiplicity": 1, "e_lumo_ev": -2.03, "total_energy_ev": -51552.9574, "elements": ["C", "P", "C", "C", "C", "S", "C", "C", "C", "C", "O", "N", "C", "C", "F", "C", "C", "B", "O", "O", "H", "H", "H", "H", "H", "H", "H", "H", "H", "H", "H", "H", "H", "H", "H", "H", "H", "H", "H", "H", "H", "N", "O", "O", "O"], "positions_angstrom": [[0.4159, -4.0397, 2.1974], [0.5112, -3.1667, 0.5014], [1.8945, -3.8615, -0.6178], [0.5535, -1.2626, 0.6438], [1.4983, -0.5566, 1.7903], [2.6267, -1.4469, 2.9980], [1.4494, 1.0868, 1.8862], [0.4891, 1.9863, 0.8705], [0.5017, 3.6097, 1.1101], [1.8368, 4.3736, 0.5032], [1.8627, 5.7228, 1.1580], [-0.3398, 1.2685, -0.2151], [-1.1743, 2.1962, -1.1012], [-2.5654, 2.6289, -0.2805], [-2.7354, 1.8352, 0.9621], [-0.3407, -0.2679, -0.3603], [-1.2440, -1.0205, -1.5403], [-2.7691, -1.1639, -0.9062], [-4.0155, -1.0111, -1.7374], [-2.8221, -1.4660, 0.5680], [1.4709, -4.1459, 2.7459], [-0.0517, -5.1064, 2.0481], [-0.2256, -3.3406, 2.9142], [1.3560, -4.5285, -1.4479], [2.3641, -2.9479, -1.2120], [2.6945, -4.5242, -0.0702], [2.0855, -1.3470, 4.3012], [2.1235, 1.6299, 2.7080], [-0.4669, 4.1689, 0.7422], [0.5512, 3.7818, 2.2904], [1.6403, 4.5997, -0.6503], [2.8424, 3.8036, 0.6857], [2.8307, 5.9111, 1.3635], [-1.5409, 1.6989, -2.0963], [-0.5694, 3.1703, -1.4291], [-2.5458, 3.7909, -0.1188], [-3.4775, 2.4005, -0.9875], [-1.2238, -0.4087, -2.5652], [-0.8628, -2.0952, -1.8043], [-4.3464, -0.0637, -1.5707], [-3.6963, -1.0933, 0.8950], [0.8537, -2.6997, -3.7931], [0.2191, -3.6628, -3.3316], [1.1073, -2.6478, -5.0079], [1.2345, -1.7885, -3.0396]], "atomic_forces_ev_per_a": [[1.25, 0.57, 1.69], [-1.46, -0.36, -1.06], [0.73, -0.13, -1.11], [1.87, 4.13, 1.65], [-3.28, 3.62, -2.24], [-1.00, 0.54, -0.61], [-2.38, -1.16, -2.65], [1.64, -3.49, 1.45], [0.34, -0.15, 0.73], [-0.92, 0.70, -0.64], [1.91, -1.78, -0.33], [2.34, -1.74, 2.00], [-1.06, 0.28, -0.23], [-0.08, -0.15, -0.82], [0.47, 2.03, -2.74], [1.75, -0.28, 1.18], [0.03, 1.23, 0.26], [-0.99, -0.43, 1.36], [2.26, 1.99, 2.53], [-1.58, 1.96, -3.50], [-2.26, 0.07, -1.24], [0.75, 2.32, 0.19], [1.07, -1.71, -1.63], [1.03, 1.62, 1.92], [-0.89, -2.01, 1.29], [-1.46, 1.56, -0.85], [-0.08, 0.36, -1.72], [-1.79, -1.18, -2.11], [2.01, -1.33, 0.63], [-0.16, -0.57, -2.62], [0.71, -0.85, 2.37], [-2.12, 0.89, -0.39], [-1.96, -0.31, -0.41], [1.14, 0.53, 2.13], [-1.15, -2.33, 1.05], [-0.14, -2.43, 0.41], [1.72, 0.30, 1.65], [0.08, -1.30, 2.39], [-0.10, 1.92, 0.68], [0.49, -2.15, -0.45], [1.37, -1.02, -0.46], [0.22, -0.21, -1.41], [-0.52, -0.37, 0.58], [-0.04, 0.05, 0.24], [0.26, 0.77, 0.83]], "nbo_charge": [-0.929, 0.751, -0.951, -0.300, -0.098, 0.005, -0.246, 0.266, -0.497, -0.072, -0.738, -0.409, -0.268, 0.020, -0.371, 0.425, -0.886, 1.201, -0.933, -0.906, 0.226, 0.261, 0.247, 0.301, 0.291, 0.228, 0.172, 0.260, 0.241, 0.266, 0.185, 0.203, 0.481, 0.261, 0.246, 0.195, 0.186, 0.282, 0.377, 0.488, 0.494, 0.712, -0.563, -0.514, -0.592]}